Record 1
Density functional theory data (ωB97M-V/def2-TZVPD) for a structure of composition C17H52B2CoN2O7 at a distorted geometry.

Geometry (Å):
Co: -0.7868 -2.0411 -1.7665
B: -1.7930 -0.2080 0.3133
H: -1.0035 0.1210 -0.3444
H: -1.5717 -1.2398 0.5387
H: -1.9027 0.4127 1.1891
H: -2.7490 -0.2722 -0.1828
B: 1.4298 -3.4403 0.1097
H: 1.4841 -2.3946 -0.1507
H: 1.1351 -3.9023 -0.8198
H: 2.3433 -3.8486 0.5134
H: 0.6331 -3.7063 0.7870
C: -6.8933 -0.1493 1.2325
C: -6.3014 -0.1407 2.5901
O: -4.9799 -0.7981 2.5960
O: -6.4286 0.7456 0.4041
H: -7.9653 0.0473 1.2167
H: -6.7130 -1.1537 0.8493
H: -6.9885 -0.7195 3.2074
H: -6.1296 0.8368 3.0407
H: -4.4350 -0.4060 1.9098
H: -5.4706 0.7196 0.3481
C: -1.9989 1.1136 -4.0405
O: -1.0373 0.0879 -4.0602
C: -0.1111 0.1493 -5.1730
C: 0.6848 -1.1252 -5.2477
N: 1.2819 -1.3397 -3.9730
C: 2.2841 -0.2567 -3.6228
C: 3.5228 -0.3356 -4.5335
O: 4.2905 0.6901 -3.9213
C: 5.6172 0.8933 -4.4900
H: -1.9428 1.8368 -4.8542
H: -1.5526 1.7986 -3.3195
H: -2.9284 0.6234 -3.7511
H: 0.6055 0.9707 -5.1782
H: -0.6539 0.2315 -6.1147
H: 1.2819 -1.0971 -6.1592
H: -0.0835 -1.8845 -5.3934
H: 1.8022 -2.2049 -4.0008
H: 2.6611 -0.2647 -2.6001
H: 1.8426 0.7399 -3.6154
H: 3.3148 -0.3855 -5.6022
H: 4.1191 -1.2474 -4.4980
H: 5.3130 1.6812 -5.1790
H: 6.1700 0.0916 -4.9798
H: 6.2002 1.4319 -3.7429
C: -0.0234 -5.6610 3.5323
O: 0.2383 -4.2206 3.7441
C: -0.7976 -3.5486 4.4922
C: -0.3944 -2.1219 4.7322
N: 0.4035 -1.5310 3.7057
C: 1.2204 -0.4202 4.3496
C: 2.0715 0.1619 3.2575
O: 2.6095 -0.9018 2.5204
C: 3.8188 -0.4785 1.8924
H: -0.8100 -5.8100 2.7925
H: -0.3430 -6.1050 4.4750
H: 0.9072 -6.1222 3.2015
H: -0.9997 -3.9024 5.5031
H: -1.7023 -3.6207 3.8885
H: 0.1570 -2.1547 5.6719
H: -1.2699 -1.4994 4.9169
H: -0.1986 -1.2161 2.9584
H: 1.8377 -0.8358 5.1461
H: 0.6728 0.4756 4.6424
H: 2.7615 0.7624 3.8503
H: 1.4864 0.8037 2.5989
H: 3.6176 0.3737 1.2432
H: 4.0334 -1.4732 1.5017
H: 4.6405 -0.2008 2.5524
C: -0.4513 5.8351 -0.9199
C: 0.0344 5.2911 0.3699
C: 0.7668 6.4074 1.1388
O: -0.9448 4.7848 1.1793
H: -1.4273 6.3172 -0.8632
H: -0.5561 4.9790 -1.5864
H: 0.2931 6.5337 -1.3017
H: 0.7783 4.5051 0.2391
H: 0.0562 7.0672 1.6367
H: 1.4786 7.0035 0.5676
H: 1.4418 6.0059 1.8946
H: -1.0040 3.8557 0.9451

HOMO (spin up / spin down) = -7.99 / -7.81 eV
energy relative to the best compared isomer or geometry (same formula, charge and spin) = 240.0 kcal/mol
M = 477.17 g/mol
2S+1 = 4
net charge = 0
energy = -2746.89345 a.u.

Record 2
Density functional theory data (ωB97M-V/def2-TZVPD) for a cluster of 6 separate species, C17H52BNO24P5S in total at a distorted geometry.

Geometry (Å):
C: 0.3594 0.6743 -0.6735
N: 0.3658 2.1472 -0.7724
C: 0.8809 2.6455 -2.0711
B: -0.9642 2.7251 -0.5056
O: -1.0646 3.5993 0.5974
S: -2.4954 2.3494 -1.5407
O: -2.6420 3.4800 -2.4899
O: -2.3601 1.0819 -2.2912
O: -3.6667 2.2112 -0.5906
H: -0.6781 0.2742 -0.5487
H: 0.9209 0.3377 0.2369
H: 0.8314 0.1557 -1.5355
H: 1.5177 1.9218 -2.6140
H: 1.4610 3.5819 -1.8945
H: 0.0310 2.9360 -2.7449
H: -1.1477 4.5086 0.2711
C: -3.2514 3.2176 -5.8385
O: -3.3447 3.6682 -7.1981
P: -2.3594 4.9479 -7.6852
O: -1.1374 4.5319 -6.9046
O: -3.2514 6.0338 -6.8487
C: -4.6792 5.9738 -6.9021
O: -1.6301 6.2238 -8.5188
C: -0.2218 6.2420 -8.6626
H: -4.1607 2.6591 -5.6137
H: -2.4007 2.5502 -5.7229
H: -3.1724 4.0512 -5.1422
H: -5.0543 5.5469 -5.9697
H: -5.0372 5.3769 -7.7386
H: -5.0676 6.9866 -6.9983
H: 0.1578 5.2750 -8.9929
H: 0.2426 6.5367 -7.7227
H: 0.0250 6.9892 -9.4199
C: -1.3926 -5.8350 1.0416
O: -0.9448 -5.7673 -0.3023
P: 0.4044 -4.7833 -0.6510
O: 1.0721 -5.2004 0.6500
O: -0.4755 -3.4234 -0.4150
C: -1.7415 -3.2912 -1.0774
O: 1.7330 -3.8382 -1.1089
C: 3.0090 -4.0986 -0.5530
H: -2.4220 -6.1991 1.0252
H: -0.7842 -6.5411 1.6055
H: -1.3738 -4.8546 1.5194
H: -2.5432 -3.4609 -0.3558
H: -1.8456 -3.9940 -1.9016
H: -1.8334 -2.2771 -1.4609
H: 3.2486 -5.1619 -0.5852
H: 3.0513 -3.7254 0.4687
H: 3.7465 -3.5582 -1.1488
C: 8.1124 -4.6257 3.6157
O: 7.1117 -5.4616 4.1776
P: 5.5347 -4.8500 4.2785
O: 5.5595 -4.1262 2.9544
O: 5.9398 -3.8459 5.5054
C: 6.7446 -4.3311 6.5844
O: 3.9095 -4.5833 4.6218
C: 3.0115 -4.2853 3.5618
H: 9.0811 -5.0119 3.9392
H: 8.0688 -4.6665 2.5283
H: 8.0120 -3.5950 3.9587
H: 7.7633 -3.9526 6.4703
H: 6.7694 -5.4178 6.6260
H: 6.3397 -3.9516 7.5204
H: 3.1368 -4.9755 2.7279
H: 3.1517 -3.2555 3.2360
H: 1.9958 -4.3895 3.9446
C: 4.6549 -10.0702 10.6904
O: 4.9148 -9.4715 9.4285
P: 6.1813 -8.3542 9.3289
O: 7.1136 -9.0821 10.2665
O: 5.3265 -7.2171 10.1346
C: 3.9519 -6.9884 9.8011
O: 7.2750 -7.1651 8.8516
C: 8.6674 -7.3955 8.9860
H: 3.6386 -10.4668 10.6603
H: 5.3440 -10.8955 10.8635
H: 4.7256 -9.3432 11.5005
H: 3.3174 -7.4360 10.5690
H: 3.6853 -7.4037 8.8318
H: 3.7721 -5.9156 9.7874
H: 8.9493 -8.3736 8.5968
H: 8.9593 -7.2963 10.0304
H: 9.1869 -6.6295 8.4076
C: -6.6622 10.1985 -7.0427
O: -7.3526 9.2081 -6.2942
P: -8.9841 9.4625 -5.9334
O: -9.3464 10.0941 -7.2563
O: -8.6238 10.6119 -4.8284
C: -7.5595 10.3924 -3.8936
O: -10.5509 9.3858 -5.3193
C: -11.6506 9.4103 -6.2122
H: -5.5941 10.0461 -6.8778
H: -6.8691 10.0784 -8.1052
H: -6.9291 11.2049 -6.7171
H: -6.6894 10.9782 -4.1969
H: -7.2770 9.3445 -3.8245
H: -7.8825 10.7367 -2.9135
H: -11.5088 8.7140 -7.0384
H: -11.8028 10.4227 -6.5836
H: -12.5383 9.1095 -5.6531

HOMO = -4.98 eV
M = 852.34 g/mol
net charge = -1
energy = -4669.05963 a.u.

Record 3
Density functional theory data (ωB97M-V/def2-TZVPD) for a cluster of 9 separate species, C17H52N10O9 in total at a distorted geometry.

Geometry (Å):
C: 3.2211 -3.9152 -1.2199
C: 2.9660 -2.7235 -0.2441
C: 3.0887 -1.3655 -0.9126
O: 1.7829 -2.8898 0.4783
H: 3.2228 -4.8415 -0.6575
H: 4.1718 -3.8128 -1.8110
H: 2.4194 -3.8696 -1.9457
H: 3.6801 -2.7232 0.6010
H: 2.8400 -0.4701 -0.3344
H: 2.5098 -1.4219 -1.8291
H: 4.1483 -1.2609 -1.2858
H: 0.9852 -2.3639 0.2450
C: 4.3242 0.1446 2.6717
C: 3.3005 -0.6512 3.3598
C: 2.9481 0.1243 4.5872
O: 2.1613 -0.7971 2.4765
H: 5.2791 0.2968 3.1215
H: 3.8449 1.0880 2.4538
H: 4.6487 -0.2559 1.6959
H: 3.7541 -1.6214 3.5807
H: 2.1463 -0.3889 5.1276
H: 2.6144 1.1182 4.3090
H: 3.8124 0.1818 5.2038
H: 2.4074 -1.4451 1.7897
C: 3.0707 2.2623 -0.7628
C: 2.6650 3.4851 -1.5399
C: 2.2457 3.2389 -3.0082
O: 1.5497 4.1122 -0.8932
H: 2.2468 1.4956 -0.8346
H: 3.1182 2.5363 0.2975
H: 4.0198 1.8151 -1.1446
H: 3.4847 4.2954 -1.5452
H: 3.1294 3.0488 -3.6510
H: 1.7123 4.0893 -3.3884
H: 1.6913 2.2952 -3.0548
H: 0.7641 3.6264 -1.1591
C: -1.2617 -0.2698 -3.3860
C: -0.0723 -1.0297 -3.0260
C: -0.0676 -2.3474 -3.7654
O: 1.0523 -0.1711 -3.2702
H: -1.3981 -0.3180 -4.4622
H: -1.3517 0.7045 -2.9420
H: -2.1475 -0.7591 -3.1020
H: -0.0413 -1.2609 -1.9553
H: 0.7860 -2.9743 -3.5961
H: -0.0394 -2.1022 -4.8349
H: -1.0294 -2.7712 -3.5618
H: 1.1072 -0.0990 -4.2509
C: -1.5341 -2.2881 4.0126
O: -2.4605 -2.9613 4.5429
N: -1.4844 -0.9787 3.9322
N: -0.4394 -2.9374 3.5147
H: -0.6285 -0.5484 3.6978
H: -2.1830 -0.4620 4.4043
H: 0.2053 -2.3953 2.9854
H: -0.6119 -3.8823 3.1968
C: -4.3072 1.8088 -1.7395
O: -4.0370 1.8290 -0.5490
N: -3.6701 2.5454 -2.7233
N: -5.2755 0.8721 -2.1743
H: -2.8950 3.1218 -2.4467
H: -3.9344 2.5720 -3.7354
H: -5.2168 0.0214 -1.6167
H: -5.4279 0.7105 -3.1793
C: -4.4663 -2.2279 0.5456
O: -4.3509 -1.9338 -0.6389
N: -5.6616 -2.2078 1.2689
N: -3.4252 -2.7292 1.2410
H: -6.2406 -1.5545 0.7952
H: -5.6121 -2.2379 2.2727
H: -2.4603 -2.7537 0.9121
H: -3.5468 -3.0223 2.2066
C: -1.6564 4.0062 0.3372
O: -1.5591 3.6009 -0.8335
N: -0.4596 4.2857 1.1261
N: -2.8399 4.0622 1.0361
H: -0.6231 4.7882 2.0125
H: 0.3705 4.6144 0.6506
H: -2.7718 4.1137 2.0495
H: -3.6156 3.4927 0.6541
C: -0.9133 -0.5790 0.4601
O: -0.7443 -1.7961 0.5473
N: -0.2455 0.4149 1.0761
N: -1.9226 -0.1043 -0.2916
H: -0.5477 1.3928 0.9615
H: 0.5897 0.1307 1.6366
H: -2.2112 0.8905 -0.2791
H: -2.6976 -0.7127 -0.4937

HOMO = -9.54 eV
energy relative to the best compared isomer or geometry (same formula, charge and spin) = 0.0 kcal/mol
M = 540.66 g/mol
net charge = 0
SMILES string = NC(N)=O.NC(N)=O.NC(N)=O.NC(N)=O.NC(N)=O.CC(C)O.CC(C)O.CC(C)O.CC(C)O
energy = -1903.85006 a.u.